Entry 1
Below is 3 unconnected molecules or ions with the total composition C2H9NO, with properties calculated with ωB97M-V/def2-TZVPD.

Results
Total charge: 0
Structure (SMILES): [H][H].C1CO1.N

Geometry (Å):
H: -1.60 6.15 -1.57
H: -1.54 5.48 -1.91
C: 0.67 -0.62 1.14
C: 0.35 -1.61 2.20
O: 0.04 -1.90 0.86
H: -0.02 0.20 1.05
H: 1.72 -0.63 0.90
H: -0.52 -1.38 2.79
H: 1.16 -2.16 2.66
N: -0.35 -0.85 -1.95
H: 0.17 -0.87 -1.08
H: 0.03 -0.14 -2.58
H: -0.10 -1.66 -2.50

Entry 2
Below is 2 unconnected molecules or ions with the total composition C2H9NO, with properties calculated with ωB97M-V/def2-TZVPD.

Results
Total charge: 0
Structure (SMILES): COC.N

Geometry (Å):
C: -0.41 -3.37 1.14
O: 0.03 -2.03 1.62
C: -0.29 -0.85 0.80
H: -1.29 -3.19 0.41
H: 0.49 -3.93 0.81
H: -0.90 -4.03 1.98
H: -0.46 -1.24 -0.34
H: -1.24 -0.40 1.12
H: 0.51 -0.18 0.71
N: 0.96 4.97 -1.79
H: 0.01 4.53 -1.60
H: 1.64 4.27 -2.16
H: 0.94 5.45 -2.70

Consider the structures shown above. The least stable of them is entry 1.